No. 1
Entry from OMol25: an isolated molecule of C7H10S (ωB97M-V/def2-TZVPD).

Calculated values
**ΔE to the lowest compared entry with this formula, charge and spin**: 121.78 kcal/mol
**Total energy**: -18250.935 eV
**F_max**: 4.47 eV Å⁻¹
**2S+1**: 1

XYZ file:
```
18
Properties=species:S:1:pos:R:3:nbo_charge:R:1
C -1.0293 -0.1415 -1.7250 -0.16
H -3.5129 0.5945 1.3728 0.20
H -0.2842 -0.9444 0.7859 0.21
H 0.9308 0.7541 -1.2340 0.24
C 3.1669 -0.3229 0.4569 -0.36
C -2.4940 0.7684 1.6280 -0.64
H 1.8284 -0.8570 1.9931 0.21
C -1.9540 0.5030 -1.0065 -0.36
C 1.8006 -0.5368 0.9431 -0.29
H 4.1408 -0.2722 0.9776 0.20
H 1.0017 -0.9508 -1.7841 0.23
H -3.0407 0.3436 -1.3531 0.22
H -1.3313 -0.5264 -2.6379 0.21
C 0.6150 -0.4566 0.2234 -0.12
S -1.5638 1.5115 0.4715 0.37
H -2.1403 0.8549 2.6677 0.21
C 0.4643 -0.2483 -1.2222 -0.52
H 3.4022 -0.0731 -0.5572 0.17
```

=====

No. 2
Entry from OMol25: a cluster of 4 separate species, C5H14O3 in total (ωB97M-V/def2-TZVPD).

Calculated values
**ΔE to the lowest compared entry with this formula, charge and spin**: 98.28 kcal/mol
**Total energy**: -11549.862 eV
**Structure (SMILES)**: C=C/C=C/C.O.O.O
**F_max**: 7.02 eV Å⁻¹
**2S+1**: 1

XYZ file:
```
22
Properties=species:S:1:pos:R:3:nbo_charge:R:1
H 1.0864 -0.6755 0.9899 0.20
H 2.3404 -3.4365 0.9312 0.23
H -4.6696 1.7087 0.2601 0.47
C 2.1486 -0.3387 0.6948 -0.26
H 4.1817 -0.8398 0.2999 0.20
C 3.1243 -2.7130 0.5603 -0.74
H 4.3801 1.4565 0.6086 0.20
H 3.8987 -3.2844 0.9712 0.24
O -1.9655 1.2594 -2.5824 -0.95
H -5.9958 2.3475 0.0881 0.46
O -4.9141 -1.0704 0.0146 -0.92
H -2.0661 2.1429 -2.2345 0.47
O -5.0077 2.5644 -0.1959 -0.93
H -2.5658 0.6777 -2.0659 0.47
H -4.2693 -1.5972 0.5246 0.47
H 2.4996 -2.6598 -0.3816 0.28
H -5.6766 -1.3892 0.2756 0.46
C 3.2214 -1.1667 0.5673 -0.14
C 3.3952 1.6415 0.2680 -0.39
C 2.1398 1.0747 0.3621 -0.22
H 3.4637 2.6055 -0.2204 0.18
H 1.2505 1.6924 0.2644 0.22
```

=====

No. 3
Entry from OMol25: an isolated molecule of C21H24ClFN2O2 (ωB97M-V/def2-TZVPD).

Calculated values
**ΔE to the lowest compared entry with this formula, charge and spin**: 0.00 kcal/mol
**Total energy**: -44481.305 eV
**Structure (SMILES)**: CN(C)CCCNC(=O)/C=C/c1ccc(OCc2c(F)cccc2Cl)cc1
**F_max**: 0.76 eV Å⁻¹
**2S+1**: 1

XYZ file:
```
51
Properties=species:S:1:pos:R:3:nbo_charge:R:1
N -3.7232 -0.2035 -1.7733 -0.61
C -2.2434 -5.0191 -1.5623 -0.41
C 0.8047 2.0758 3.4587 -0.26
H 6.4858 -0.0481 -0.4192 0.22
Cl 4.7278 4.4337 -0.4802 0.01
C -1.7566 0.7370 1.1073 -0.09
H -3.6764 -2.1195 -3.6733 0.20
H 4.5468 4.1959 3.1179 0.22
C 4.9075 1.4489 2.1471 0.43
H -3.0579 0.1407 -2.4469 0.39
H 6.0150 2.1491 -1.4460 0.23
H -1.4341 -2.5058 -0.9444 0.17
C 5.5709 0.4595 1.4444 -0.28
C 4.6058 2.6925 1.5968 -0.16
C 0.4025 1.9417 0.7300 -0.16
H 0.9860 2.1386 4.5199 0.23
H -2.4041 0.3249 1.8728 0.23
H -1.6043 0.9617 -1.0010 0.19
C -2.1675 0.5884 -0.1580 -0.32
H 0.2630 1.8975 -0.3392 0.21
H 2.2486 2.9682 0.5222 0.21
C -3.8634 -3.2717 -1.8596 -0.23
H -5.2998 -2.7243 -3.3891 0.21
C 1.5394 2.5533 1.2206 -0.26
H 5.7699 -0.4842 1.9258 0.24
O 2.8239 3.2114 3.1946 -0.48
C 3.8602 3.7346 2.3987 -0.09
H -1.2753 -5.3815 -1.9063 0.20
H -4.5326 -4.1299 -1.7779 0.20
C -4.8466 -0.9509 -2.2831 -0.23
F 4.5545 1.1908 3.4163 -0.31
C -0.5531 1.3857 1.5806 -0.14
H -1.7017 -1.9067 -2.5951 0.19
C -1.5081 -2.7995 -2.0044 -0.41
O -4.1577 -0.5785 0.4135 -0.64
H -3.8279 -2.7881 -0.8711 0.19
C 5.0311 2.9117 0.2878 0.00
C -3.4295 -0.1180 -0.4487 0.64
C 1.7529 2.6283 2.5941 0.31
C -0.3219 1.4675 2.9594 -0.14
H 3.4799 4.5171 1.7306 0.20
N -2.5498 -3.7768 -2.2414 -0.44
H -5.3674 -0.3438 -3.0315 0.19
C 5.7040 1.9393 -0.4352 -0.25
H -0.5515 -3.2153 -2.3187 0.20
H -1.0453 1.0441 3.6406 0.21
H -5.5152 -1.1230 -1.4365 0.23
C -4.4278 -2.2893 -2.9004 -0.41
H -2.2067 -4.9093 -0.4672 0.16
C 5.9669 0.7112 0.1439 -0.18
H -2.9985 -5.7624 -1.8137 0.20
```

=====

No. 4
Entry from OMol25: a cluster of 2 separate species, C3H10BN in total (ωB97M-V/def2-TZVPD).

Calculated values
**ΔE to the lowest compared entry with this formula, charge and spin**: 37.78 kcal/mol
**Total energy**: -5438.875 eV
**Structure (SMILES)**: C/B=N\C.C
**F_max**: 3.20 eV Å⁻¹
**2S+1**: 1

XYZ file:
```
15
Properties=species:S:1:pos:R:3:nbo_charge:R:1
H 1.6961 -2.1475 0.5990 0.19
H 1.5433 2.5777 -0.6008 0.21
N 0.1803 -0.9456 -0.4362 -0.86
H 1.7785 -2.0229 -1.1870 0.20
H -2.8188 0.7169 -0.7063 0.25
H -2.3960 0.6929 0.9837 0.26
H 0.5268 -3.0646 -0.0973 0.20
H 1.6482 2.4537 1.2394 0.21
C 1.2904 1.9940 0.2692 -0.84
H 1.7488 1.0687 0.1417 0.22
H -2.9972 -0.8492 0.0114 0.26
B -0.9718 -0.4745 -0.2472 0.93
C -2.4350 0.0611 0.0701 -1.01
C 1.0480 -2.1263 -0.2914 -0.41
H 0.1583 2.0658 0.2516 0.20
```

=====

No. 5
Entry from OMol25: a structure of composition C38H46P2ReSi (ωB97M-V/def2-TZVPD).

Calculated values
**ΔE to the lowest compared entry with this formula, charge and spin**: 8.11 kcal/mol
**Total energy**: -68716.456 eV
**Total charge**: +2
**F_max**: 5.82 eV Å⁻¹
**2S+1**: 4

XYZ file:
```
88
Properties=species:S:1:pos:R:3:mulliken_charge:R:1
C -1.8349 -0.3955 -2.9484 0.00
H 0.2529 0.0027 4.4895 0.36
H 2.3028 0.5908 2.4106 0.74
H -2.0606 -2.3913 2.7533 0.38
H 0.9972 0.5975 1.1851 -0.38
C -2.8060 0.7611 -0.0137 1.80
C -4.8356 2.6096 0.2626 -0.85
C -1.8697 -2.6089 0.5989 0.95
C -3.9606 -4.4802 0.8484 -0.62
C -2.4126 0.9462 -3.2270 -0.58
H -6.1935 0.9678 -0.0239 0.46
C 0.5541 0.1099 -3.5936 -1.10
H -1.3451 -0.5376 5.0929 0.52
Si -1.5885 0.5622 2.9084 1.60
H -0.4901 -1.4921 3.8429 0.35
C 6.5098 -1.8271 1.8869 -0.69
P -0.6954 -1.2330 0.5227 0.92
C -2.4621 2.1234 0.1982 -1.26
C 6.1803 -3.1137 2.3348 -0.52
H 0.3761 2.9735 -1.6378 0.67
H 2.8917 -3.2001 1.3806 0.33
C -1.8054 1.9555 -4.2040 -1.04
H 0.0865 3.0838 -4.2960 0.40
C -3.3155 -4.2995 -0.3805 -0.80
H -3.7662 -0.5879 2.5652 0.25
H -3.5057 0.9859 -3.2026 0.60
C 0.6849 -1.9679 -0.3674 -0.14
H 4.6261 -4.6087 2.4994 0.43
H -2.6263 2.6243 -4.5107 0.40
H 2.4343 -1.8245 -1.5820 0.55
H 4.7081 0.0724 -1.8412 0.49
C -1.1964 2.3906 3.2157 -1.20
H -4.7976 -5.1784 0.9394 0.42
C 4.3997 3.4646 -1.4896 -0.58
H 1.2459 0.7519 -1.6323 -1.16
C -0.6135 -0.9035 -3.6854 -1.03
C 1.9358 -1.4610 -0.6763 -1.56
C -4.1194 0.3182 -0.1072 -0.84
C -3.5015 -3.7895 1.9756 -0.75
H -0.1507 2.5049 3.5445 0.39
H -4.3534 -0.7384 -0.3029 0.35
C -0.7176 2.8642 -3.5788 -1.11
C 4.8831 -3.6075 2.1527 -0.77
H -1.4363 2.4221 0.4843 0.72
C -2.2636 -3.3872 -0.5113 -0.54
H 7.5209 -1.4413 2.0185 0.40
H -0.8709 -1.1319 -4.7331 0.55
H 4.7611 4.4027 -1.9152 0.43
C -3.4341 0.3111 3.0954 -1.06
C 3.5173 1.0735 -0.3322 0.31
H 3.0965 4.4452 -0.0598 0.46
C 5.5432 -1.0270 1.2712 -0.36
C 1.7944 -0.0027 1.6419 -1.35
H 1.4994 -0.4562 -3.5456 0.45
H -3.6783 0.1926 4.1615 0.51
H -1.4597 1.4516 -5.1151 0.27
H -3.6391 -4.8819 -1.2456 0.43
H 1.3828 -0.9519 2.0585 0.44
H -1.8531 2.7583 4.0242 0.42
C -5.1409 1.2588 0.0350 -0.68
H 5.7753 -0.0128 0.9283 0.35
C 3.0451 2.3131 0.1476 -0.16
H -3.2720 4.1075 0.5041 0.50
H -5.6476 3.3330 0.3898 0.43
H 2.3342 2.3534 0.9684 0.34
C 3.9087 -2.8227 1.5322 -0.43
H -3.9707 -3.9564 2.9465 0.44
C 4.2406 -1.5213 1.1016 0.45
H 0.5924 0.7681 -4.4750 0.31
H -2.5480 -1.1744 -2.6635 0.81
H -1.7511 -3.2814 -1.4659 0.30
H -1.2068 3.8124 -3.2979 0.44
C -0.1418 2.2785 -2.3111 -0.27
C 4.8443 2.2376 -1.9890 -0.76
H 0.4117 -2.9321 -0.8184 0.80
H -0.2912 -1.8491 -3.2246 0.24
C 3.4829 3.4994 -0.4359 -0.57
C -2.4441 -2.8934 1.8630 -0.67
P 2.9589 -0.4807 0.3865 1.80
H 6.9353 -3.7300 2.8257 0.42
H -1.3599 3.0428 2.3475 0.36
C -0.6990 -0.4724 4.2004 -1.27
C -3.5207 3.0509 0.3369 -1.09
H 5.5450 2.2103 -2.8276 0.43
C 0.4236 0.9317 -2.3184 2.08
Re -1.4221 0.9321 -1.5660 -0.72
C 4.3938 1.0416 -1.4313 -0.60
H -4.0013 1.1639 2.7067 0.29
```

=====

No. 6
Entry from OMol25: a structure of composition C52H64B3N5O29Y (ωB97M-V/def2-TZVPD).

Calculated values
**ΔE to the lowest compared entry with this formula, charge and spin**: 0.00 kcal/mol
**Total energy**: -124849.556 eV
**Total charge**: +1
**F_max**: 5.81 eV Å⁻¹
**2S+1**: 1

XYZ file:
```
154
Properties=species:S:1:pos:R:3:mulliken_charge:R:1
H -1.2005 2.2803 -8.0521 0.34
H 6.8867 2.7229 -3.4790 0.25
H -0.2605 -1.6289 -4.6177 0.23
O -5.7250 2.2059 -5.0220 -0.68
C 0.8819 2.0949 -1.1100 0.55
C -1.1751 -2.1928 -4.4345 -0.35
C 2.9269 0.6685 -8.2657 -0.17
C 3.5042 0.5681 -10.9761 -0.44
O -7.6021 -3.0819 -0.9865 -0.65
C -7.4965 0.6182 7.0878 -0.17
H -2.2295 -5.4109 -4.2202 0.27
C 3.9954 -0.1302 -8.6201 -0.47
H 3.3796 7.6837 0.5156 0.29
C -6.4480 1.5013 5.2799 -0.34
H -1.7835 -1.1397 12.2591 0.40
N -2.9788 -2.3129 8.6455 -0.21
O 3.6040 -9.7212 2.1276 -0.55
O -7.8211 0.9723 -2.5208 -0.48
H 9.4008 4.2796 -3.0816 0.29
C 8.7749 1.4886 -3.5731 -0.35
H -4.8301 -8.1385 -0.0379 0.36
O -0.1054 -5.3838 5.2862 -0.66
H -2.3960 -8.0098 -0.8527 0.46
C -3.0378 8.1255 0.8300 -0.62
H 7.7676 4.6399 -3.7201 0.31
H -2.6795 2.4143 -7.2427 0.36
C -2.3095 -0.5422 10.2673 -0.43
H -0.2518 -3.9795 -4.5233 0.23
O 5.5330 -7.6184 2.1950 -0.47
B 2.8013 -7.1451 4.2744 0.90
C 0.9669 -5.9605 5.2190 0.67
H -3.9096 7.4242 -1.1847 0.36
H -2.5010 6.5929 -0.6686 0.17
O -5.9865 -0.1065 -1.3388 -0.32
C -2.5873 -3.7513 -5.4986 -0.35
C -7.4576 1.9762 -3.2000 0.55
H -3.8459 8.8567 0.8133 0.23
H -2.6591 -4.2675 9.3394 0.30
H -8.1998 3.9252 6.8297 0.39
H 2.6921 0.9561 -7.2516 0.44
H 3.9644 5.1918 3.6744 0.31
O -1.7618 -2.5781 -5.6450 -0.41
H 5.1877 -0.6780 -10.2888 0.36
C 3.4327 6.7152 1.0128 -0.26
H -5.9002 1.3587 4.3601 0.42
C 7.8933 2.6688 -3.0645 -0.41
O 9.3240 2.0376 -4.7613 -0.44
O -7.3800 -1.4161 -2.5394 -0.45
O 1.7164 2.0204 -2.0077 -0.63
H 9.6628 1.3141 -2.9654 0.29
C -7.2127 -1.9708 -1.4008 0.55
H 1.8836 1.9933 -11.0815 0.37
C -4.1087 -7.4311 0.3435 -0.27
C -2.7424 -0.9898 9.0427 -0.22
H 2.5607 6.1087 0.7683 0.14
C 3.5486 -8.7239 2.8319 0.62
C -1.3796 0.4976 2.3360 0.68
H -2.6517 1.8747 -8.7176 0.38
H 7.4920 -4.4158 -0.0900 0.30
C 4.2578 -0.1932 -10.0306 -0.17
O -1.0293 0.4989 1.0972 -0.42
H 4.6313 -0.5798 -7.8719 0.37
H -2.1347 8.7102 0.6547 0.40
H -7.8310 -0.1237 7.7978 0.31
O -6.0857 -1.2473 0.6341 -0.70
Y -4.7550 -3.4902 5.2673 1.95
N 2.2321 1.4508 -9.1081 -0.51
H 6.2059 4.9326 1.9786 0.24
H -1.9759 6.8978 2.1583 0.25
H 10.0891 3.9228 -5.1675 0.23
C -7.7226 2.9839 6.6000 -0.20
O 0.9410 1.7135 0.1637 -0.42
C -3.3801 7.1108 -0.2850 -0.53
O -1.2725 2.3167 4.0308 -0.62
O 2.7471 -7.3626 5.7560 -0.48
H -5.5682 -6.8940 1.7190 0.32
H -3.0709 -4.1808 -3.4665 0.20
C 7.3223 -3.4396 -0.5441 -0.39
C -2.0665 -1.4756 11.2725 -0.17
O 7.3718 -2.4430 0.4667 -0.41
B -0.4162 1.8376 0.7246 0.96
O -7.8157 3.1469 -3.1346 -0.59
H 6.4038 -0.8200 -0.5228 0.13
H -1.8480 -1.4822 -3.9544 0.23
C 5.1284 4.9696 1.8180 -0.45
H -1.9382 -4.7104 1.9496 0.45
H 4.8102 3.9565 1.5720 0.27
H -4.1342 5.1664 0.0159 0.25
H 7.8333 2.8095 -1.9852 0.29
O -6.0333 0.3403 -3.8007 -0.41
O 1.6842 -6.1572 4.0779 -0.42
H 4.2411 -1.9725 -0.6423 0.34
H -8.6810 1.9821 8.1889 0.32
H -5.3313 6.5252 0.2429 0.30
O 1.3659 -6.8380 7.4702 -0.62
C 4.8129 5.9781 0.6937 -0.55
H 5.5910 6.6890 0.4158 0.31
H -2.3270 3.5130 -8.2837 0.39
C 1.7343 -6.7659 6.2732 0.59
N -2.1776 2.5290 -8.1116 -0.48
C 6.2166 -1.5853 0.2304 -0.40
H -1.0309 -6.4085 0.1791 0.39
C 5.1217 -2.4550 -0.2183 -0.36
C 4.3862 5.8603 2.9239 -0.44
C -0.5283 2.6368 -1.3928 0.64
N -3.8378 -5.6935 2.0489 -0.19
C -2.2564 -4.3221 -4.1769 -0.50
C -2.5373 -5.5310 1.5835 -0.46
O -4.0723 6.3136 1.7916 -0.36
C -6.4125 -1.0733 -0.5334 0.66
N -6.6472 0.3187 6.0683 -0.34
O -1.2641 2.3846 -0.2752 -0.39
H -3.2140 7.8293 2.9434 0.29
C 8.5458 3.8821 -3.6284 -0.57
O -2.0806 -0.3611 2.9909 -0.70
H -3.6504 -3.5214 -5.5707 0.26
B -6.8185 -0.0511 -2.5698 0.92
O 4.1331 -6.6770 3.7994 -0.41
O -0.9174 3.1913 -2.3899 -0.62
H 8.0305 -3.1993 -1.3371 0.25
H -2.3424 0.4988 10.5531 0.35
H -0.6889 -3.6175 -2.7811 0.39
C -4.3112 6.1728 0.3953 -0.34
C -6.2459 1.5370 -4.1298 0.68
O -0.4663 2.6270 1.9510 -0.39
H 3.6697 0.5595 -12.0433 0.36
H -6.7149 3.6466 4.7951 0.46
C 5.8617 -3.4036 -1.0819 -0.52
C -2.4800 -3.2305 9.5822 -0.22
C 2.4762 1.3578 -10.4402 -0.13
H 5.8282 -3.1730 -2.1468 0.29
H -1.8061 -3.6454 11.4763 0.34
C -2.1847 -2.8428 10.8608 -0.42
C -2.8028 -7.3535 -0.0976 -0.22
O 3.3910 6.7141 2.4094 -0.39
H 5.9664 -0.9164 1.0538 0.40
H 4.6515 5.3937 -0.2122 0.33
C -0.9891 1.9290 2.8772 0.60
H 8.5417 3.4819 -5.8762 0.25
C -4.6068 -6.5763 1.3432 -0.28
C 9.1483 3.4076 -4.9737 -0.38
H -3.0794 -0.2174 8.3673 0.37
C -3.0153 7.2129 2.0667 -0.32
C -8.0169 1.8505 7.3474 -0.31
H 5.4306 -4.4009 -0.9945 0.26
O 2.4586 -8.3443 3.5701 -0.45
C -2.0475 -6.3788 0.5423 -0.41
C -0.9907 -3.5816 -3.8278 -0.46
H -2.4162 -4.5540 -6.2159 0.27
C 4.6000 -7.5904 2.8943 0.53
H 4.6635 -2.8644 0.6820 0.17
H 8.1645 0.6061 -3.7643 0.23
C -6.9170 2.8350 5.4784 -0.48
H 5.1285 6.4664 3.4433 0.28
```

=====

No. 7
Entry from OMol25: a cluster of 2 separate species, CH7N3O in total (ωB97M-V/def2-TZVPD).

Calculated values
**ΔE to the lowest compared entry with this formula, charge and spin**: 96.14 kcal/mol
**Total energy**: -7665.355 eV
**F_max**: 3.26 eV Å⁻¹
**2S+1**: 1

XYZ file:
```
12
Properties=species:S:1:pos:R:3:nbo_charge:R:1
H -1.7512 -1.8503 -1.0055 0.45
H -0.0348 1.6671 -0.7716 0.41
H 0.3874 -1.3834 0.5390 0.45
C -0.6080 0.2391 0.5212 0.46
H 2.5648 0.4692 0.1056 0.37
O -1.1787 -1.4583 -0.3384 -1.16
N 1.6682 0.1100 -0.1968 -0.70
N 0.6050 -0.3622 0.6137 -0.47
H 1.9782 -0.7605 -0.6482 0.36
H -1.3051 0.0079 1.3181 0.21
N -0.7043 1.4553 -0.0428 -0.79
H -1.6217 1.8661 -0.0944 0.40
```

=====

No. 8
Entry from OMol25: an isolated molecule of C4H8N2 (ωB97M-V/def2-TZVPD).

Calculated values
**ΔE to the lowest compared entry with this formula, charge and spin**: 22.22 kcal/mol
**Total energy**: -7256.912 eV
**Structure (SMILES)**: CC(C)(N)C#N
**F_max**: 1.90 eV Å⁻¹
**2S+1**: 1

XYZ file:
```
14
Properties=species:S:1:pos:R:3:nbo_charge:R:1
H -1.1938 -0.2556 1.6904 0.22
N 2.1143 -1.7562 0.4236 -0.37
H -0.7238 1.4377 1.4446 0.23
H -2.0994 -0.2625 -0.5619 0.22
H -0.9181 -1.3408 -1.3194 0.23
H -1.1338 0.3113 -1.9323 0.23
C -0.3833 0.3943 1.3542 -0.62
H 0.4791 0.2589 2.0072 0.23
N 0.9092 1.0083 -0.6042 -0.80
H 1.7185 1.1065 0.0020 0.37
C -1.1085 -0.3154 -1.0297 -0.64
C 1.0658 -1.3361 0.1242 0.18
C 0.0491 0.0083 -0.0671 0.15
H 1.2247 0.7413 -1.5316 0.37
```